A cluster of 6 separate species, C40H48ClN4O2 in total at a distorted geometry, computed with the ωB97M-V functional and the def2-TZVPD basis.

Last column: Löwdin charge in e.
Element x y z (Å)
Cl1 1.32851 1.70683 3.19328  0.906
O1 -0.54554 3.26959 8.61903  -0.019
O2 3.87419 1.01421 4.84769  -0.006
N1 2.70451 -1.60639 -0.76748  0.142
N2 1.01947 1.70866 6.44795  -0.072
N3 2.37840 0.40341 3.04015  -0.321
N4 3.34837 -1.36585 2.32932  0.169
C1 5.23946 1.66707 1.01148  -0.091
C2 -2.75632 -3.05549 -3.76303  -0.072
C3 -2.13227 -2.64343 1.65624  -0.107
C4 -3.85464 -5.11757 -4.32913  -0.095
C5 -0.99134 2.96374 7.30458  -0.429
C6 4.07863 -0.92412 3.41472  0.050
C7 -3.53943 0.73338 -4.20177  -0.095
C8 -3.76497 -3.07508 -0.05689  -0.079
C9 -5.63724 -0.86516 -5.06556  -0.116
C10 5.22361 0.60370 0.12029  -0.122
C11 0.18858 2.91669 6.33553  -0.202
C12 -3.50836 -2.38994 -4.72137  -0.103
C13 2.59376 1.05357 -3.82995  -0.102
C14 2.59744 2.27400 -4.48982  -0.087
C15 -4.43063 -3.09023 -5.48672  -0.097
C16 -2.20625 -1.28588 1.37553  -0.123
C17 1.38150 -0.57993 0.95938  -0.072
C18 0.30340 0.70114 -4.47810  -0.089
C19 3.27141 0.77544 6.15835  -0.114
C20 -3.57422 0.28416 -5.51466  -0.122
C21 5.66325 3.18249 -0.79818  -0.070
C22 -2.92749 -4.41955 -3.56799  -0.104
C23 -1.83280 1.70346 7.27984  -0.041
C24 0.30552 1.92083 -5.14065  -0.084
C25 2.23050 -0.54363 -0.29560  -0.235
C26 -2.91243 -3.53962 0.93593  -0.085
C27 -3.06464 -0.82220 0.38854  -0.091
C28 5.62407 2.11839 -1.69093  -0.082
C29 2.33520 -0.53533 2.08783  -0.272
C30 1.45315 2.70501 -5.14887  -0.082
C31 -3.84487 -1.71610 -0.32640  -0.082
C32 5.41848 0.82582 -1.23205  -0.110
C33 -5.60414 -0.41376 -3.75309  -0.065
C34 -4.60551 -4.45297 -5.28924  -0.069
C35 -4.55539 0.38657 -3.32126  -0.085
C36 3.48786 0.20998 3.87666  -0.355
C37 1.44857 0.27003 -3.82784  -0.102
C38 5.47708 2.95747 0.56054  -0.075
C39 2.45988 1.98753 6.59842  -0.192
C40 -4.62418 -0.51427 -5.94702  -0.153
H1 -2.56251 1.76342 8.07882  0.088
H2 5.82892 4.18747 -1.16225  0.109
H3 3.47812 0.70740 -3.31043  0.071
H4 -5.32679 -4.99767 -5.88432  0.104
H5 5.48916 3.78543 1.25682  0.107
H6 -2.78296 0.55519 -6.20270  0.117
H7 2.66951 -0.12595 6.15466  0.130
H8 -0.58739 0.08561 -4.46582  0.089
H9 -6.39632 -0.68538 -3.06722  0.111
H10 5.76030 2.29819 -2.74944  0.107
H11 3.27219 -1.41459 -1.59011  0.053
H12 4.95915 -1.43152 3.74987  0.148
H13 0.75056 1.19343 7.27691  0.091
H14 -1.24762 0.80635 7.47654  0.070
H15 -2.03573 -2.50948 -3.16668  0.098
H16 4.10006 0.62937 6.84379  0.127
H17 -0.58564 2.26163 -5.65223  0.101
H18 1.45452 3.65409 -5.66837  0.105
H19 -3.99186 -6.18008 -4.17531  0.100
H20 -1.61745 3.78277 6.96495  0.143
H21 1.44704 -0.68680 -3.31811  0.089
H22 -0.25127 2.93528 5.33224  0.089
H23 0.13623 2.63048 8.84301  0.081
H24 -3.37575 -1.32543 -4.87311  0.035
H25 2.43844 0.44094 -0.71374  0.122
H26 2.72289 2.25890 7.61947  0.123
H27 5.39890 -0.00425 -1.92755  0.102
H28 -4.36761 -3.77261 -0.62320  0.107
H29 3.57713 -2.16014 1.75064  0.177
H30 -5.01335 -2.57312 -6.23828  0.079
H31 -1.46623 -3.00542 2.43053  0.097
H32 5.08243 1.48179 2.06764  0.088
H33 -2.33823 -4.93814 -2.82197  0.097
H34 -4.51222 -1.35544 -1.09798  0.085
H35 -4.65346 -0.86188 -6.97128  0.126
H36 -2.85352 -4.59946 1.14606  0.104
H37 -1.59436 -0.57910 1.92548  0.085
H38 0.76972 3.82950 6.43200  0.123
H39 3.48799 2.88927 -4.49095  0.099
H40 -6.45435 -1.48997 -5.40226  0.122
H41 -2.31502 1.55161 6.32081  0.085
H42 -3.12270 0.23761 0.17465  0.099
H43 -2.71934 1.35445 -3.86245  0.098
H44 -4.53041 0.74078 -2.29852  0.097
H45 0.77201 -1.47679 0.99381  0.127
H46 0.78019 0.31812 0.96184  0.092
H47 2.74732 2.81207 5.95484  0.118
H48 5.05715 -0.40458 0.48125  0.083

Output
* spin multiplicity: 1
* maximum force: 2.55 eV Å⁻¹
* total charge: +1
* energy: -64826.375 eV
* frontier orbital gap: 7.22 eV

***

A structure of composition C40H48I2N5NaO3P2S2Se at a distorted geometry, computed with the ωB97M-V functional and the def2-TZVPD basis.

Last column: Löwdin charge in e.
Element x y z (Å)
I1 2.63570 -3.52990 6.59600  0.799
I2 -2.42230 -2.84000 3.44010  0.868
Se1 -0.69940 -1.64150 -2.92980  0.739
S1 -1.00400 2.88090 2.09990  0.364
S2 -0.93800 2.61690 -1.42950  0.400
P1 1.75070 0.25500 -1.27810  0.977
P2 -1.43940 3.46660 0.27170  -0.088
Na1 -0.33210 0.50530 0.58780  -0.219
O1 -3.10170 3.52990 0.17640  -0.399
O2 -0.49620 -1.00530 1.83250  -0.203
O3 -1.03120 5.04460 0.23500  -0.364
N1 -2.75220 -0.34840 -0.23280  -0.157
N2 1.97100 0.03200 2.41670  0.154
N3 -1.84290 -2.71670 -5.30130  0.108
N4 -1.89540 -4.18090 -3.65460  -0.078
N5 -5.17250 -0.70260 0.20560  -0.103
C1 2.36270 -2.02630 0.15070  -0.102
C2 -4.53940 -0.14090 1.42320  -0.096
C3 2.49790 1.89760 -1.01000  -0.396
C4 3.52940 -1.07460 4.45290  -0.052
C5 3.67110 3.88950 -1.68330  -0.095
C6 -1.70790 -4.78820 -2.37090  -0.033
C7 3.18830 0.47590 2.67440  -0.139
C8 4.52500 -2.60360 1.00840  -0.090
C9 -3.08890 -6.00950 -4.90570  0.001
C10 -0.79010 5.71050 -0.98980  -0.351
C11 0.14950 -1.41460 2.85050  -0.436
C12 3.25210 2.59640 -1.94760  -0.096
C13 5.03290 -1.40170 0.54310  -0.095
C14 -2.50240 -4.75960 -4.73930  -0.169
C15 -3.63810 -5.35420 -7.18230  -0.105
C16 -3.82090 4.14480 1.22720  -0.349
C17 1.48200 -0.96890 3.17100  -0.146
C18 2.54980 3.83380 0.43300  -0.074
C19 -1.47730 -2.91790 -3.99630  -0.694
C20 1.59610 -2.53670 5.01670  -0.644
C21 3.30930 4.51670 -0.50440  -0.093
C22 -3.04080 -4.09550 -7.02730  -0.007
C23 2.43300 -0.17460 -2.92880  -0.305
C24 -2.47350 -3.82510 -5.78800  -0.194
C25 -3.65540 -6.27700 -6.16130  -0.102
C26 4.21010 -0.51450 -0.12710  -0.106
C27 2.22160 -1.55090 4.24090  -0.224
C28 -2.08170 6.05210 -1.71400  -0.088
C29 4.00900 -0.05050 3.66480  -0.055
C30 -3.03000 -1.76000 -0.30410  -0.185
C31 3.18730 -2.91360 0.81350  -0.075
C32 2.16020 2.53440 0.18190  -0.159
C33 -0.38860 -2.32900 3.76270  -0.591
C34 -5.01270 0.23900 -0.93590  -0.114
C35 -3.50000 0.34810 -1.24570  -0.175
C36 -3.07600 0.17400 1.07010  -0.186
C37 -5.27410 4.27540 0.79960  -0.075
C38 -4.54360 -2.01070 -0.11270  -0.135
C39 2.86920 -0.82300 -0.32270  -0.383
C40 0.28730 -2.90470 4.81270  -0.254
H1 -2.75780 6.57650 -1.04180  0.074
H2 -3.02160 -3.37030 -7.82530  0.107
H3 5.17070 -3.29790 1.52560  0.099
H4 -4.09430 -5.59790 -8.13340  0.100
H5 1.31260 -2.24340 0.00490  0.096
H6 -0.19700 -3.62610 5.45370  0.073
H7 -1.11540 -4.11510 -1.75010  0.054
H8 2.79470 -3.84710 1.19210  0.107
H9 -2.55130 5.12880 -2.04410  0.053
H10 -4.72600 -2.69780 0.71690  0.093
H11 -6.16750 -0.85060 0.39050  0.026
H12 3.54240 1.28960 2.05320  0.100
H13 -5.02310 -2.40320 -1.01310  0.085
H14 -2.69500 -2.12080 -1.27550  0.033
H15 1.97880 0.47830 -3.67130  0.038
H16 -5.58620 -0.14300 -1.78440  0.088
H17 -0.23350 6.61500 -0.72340  0.114
H18 4.59840 0.42990 -0.49110  0.106
H19 2.25160 4.31520 1.35560  0.111
H20 -5.42280 1.20820 -0.63870  0.109
H21 3.52170 -0.10600 -2.94450  0.042
H22 -5.08410 0.75300 1.73190  0.114
H23 -4.12200 -7.23920 -6.32500  0.100
H24 -3.24780 -0.08150 -2.21450  0.094
H25 -3.72750 3.53740 2.13780  0.083
H26 4.14080 -1.50430 5.23390  0.050
H27 -0.16360 5.07550 -1.63180  0.060
H28 -3.39220 5.13130 1.43880  0.109
H29 2.12820 -1.19780 -3.13390  -0.012
H30 -3.10780 -6.73970 -4.11320  0.106
H31 -1.62600 -1.87310 -5.80180  0.150
H32 -2.89910 1.24720 1.06600  0.057
H33 -5.81250 4.90130 1.50400  0.071
H34 -1.87460 6.67770 -2.57930  0.070
H35 1.56990 1.99680 0.91050  0.045
H36 -4.60300 -0.89030 2.21560  0.078
H37 6.07270 -1.15320 0.70980  0.100
H38 3.61120 5.53860 -0.31870  0.097
H39 4.27500 4.41780 -2.41140  0.097
H40 -2.40510 -0.27860 1.79480  0.064
H41 3.51580 2.14680 -2.89430  0.088
H42 -3.19030 1.39260 -1.25410  0.042
H43 -2.67230 -4.96950 -1.88510  0.102
H44 -5.75220 3.29850 0.75950  0.049
H45 -2.44490 -2.25630 0.46430  0.069
H46 -1.17770 -5.73850 -2.47200  0.099
H47 5.00270 0.35050 3.81370  0.103
H48 -5.31800 4.72470 -0.18950  0.074

Output
* spin multiplicity: 2
* maximum force: 1.78 eV Å⁻¹
* total charge: -1
* energy: -182069.118 eV
* frontier orbital gap (spin up / spin down): 2.39 / 6.54 eV
* relative energy (zero: lowest compared OMol25 entry of this formula, charge and spin): 0.0 kJ/mol